Arrangement P

DFT (ωB97M-V/def2-TZVPD) results for 2 unconnected molecules or ions with the total composition C4H7N3S.

Output
highest occupied orbital energy	-8.94	eV
LUMO energy	0.767	eV
SMILES string	C=Cn1nccn1.S

Each line ends with the natural charge from an NBO analysis.
Element x y z (Å)
C (1.673, -1.394, 0.193)  -0.09
C (0.583, -1.207, -0.731)  -0.07
C (0.845, 2.713, -1.017)  -0.38
C (1.564, 2.043, -0.145)  -0.03
N (2.129, -0.186, 0.608)  -0.23
N (0.502, 0.076, -0.884)  -0.24
N (1.350, 0.668, -0.096)  -0.03
S (-2.407, -1.324, 0.398)  -0.28
H (2.061, -2.311, 0.458)  0.21
H (-0.046, -1.900, -1.186)  0.21
H (0.125, 2.322, -1.610)  0.22
H (-3.231, -0.662, -0.443)  0.15
H (0.968, 3.867, -1.118)  0.20
H (2.353, 2.405, 0.469)  0.23
H (-2.188, -2.378, -0.455)  0.14

---

Arrangement Q

DFT (ωB97M-V/def2-TZVPD) results for C4H7N3S in the gas phase.

Output
highest occupied orbital energy	-9.37	eV
LUMO energy	0.567	eV
SMILES string	NCCc1nncs1

Each line ends with the natural charge from an NBO analysis.
Element x y z (Å)
N (-0.190, 1.843, 2.043)  -0.24
N (-0.892, 0.966, 1.213)  -0.27
S (1.488, -0.048, 1.482)  0.36
C (1.051, 1.442, 2.251)  -0.19
C (-0.154, -0.070, 0.852)  0.05
N (0.511, -0.005, -1.994)  -0.84
C (-0.639, -1.126, -0.091)  -0.47
C (-0.760, -0.568, -1.513)  -0.20
H (1.708, 2.052, 2.854)  0.23
H (1.246, -0.650, -2.032)  0.36
H (0.749, 0.844, -1.495)  0.36
H (-1.623, -1.517, 0.199)  0.24
H (0.085, -1.946, -0.052)  0.21
H (-1.039, -1.398, -2.155)  0.19
H (-1.541, 0.181, -1.560)  0.21

---

The energy of each structure relative to the most stable one, in kcal/mol, is as follows: arrangement P 36.5; arrangement Q 0.0.

---

Arrangement P

DFT (ωB97M-V/def2-TZVPD) results for C4H7N3S in the gas phase.

Output
highest occupied orbital energy	-8.61	eV
LUMO energy	0.736	eV
SMILES string	Cn1nccc1NS

Each line ends with the natural charge from an NBO analysis.
Element x y z (Å)
C (1.133, -1.383, 0.490)  -0.41
C (0.392, -1.471, 1.683)  -0.04
C (0.361, -0.518, -0.220)  0.34
C (-2.015, 0.414, -0.053)  -0.40
N (-0.758, -0.781, 1.624)  -0.28
N (-0.850, -0.286, 0.360)  -0.20
N (0.628, 0.464, -1.470)  -0.76
S (2.228, 0.287, -2.092)  0.15
H (1.893, -2.075, 0.233)  0.25
H (0.606, -1.979, 2.570)  0.21
H (-1.568, 1.089, -0.681)  0.21
H (-2.567, -0.336, -0.622)  0.21
H (-2.769, 0.745, 0.766)  0.25
H (0.553, 1.332, -1.091)  0.35
H (2.110, 0.918, -3.265)  0.11

---

Arrangement Q

DFT (ωB97M-V/def2-TZVPD) results for C4H7N3S in the gas phase.

Output
highest occupied orbital energy	-8.77	eV
LUMO energy	0.046	eV
SMILES string	[H]/N=C\N(C=S)N1CC1

Each line ends with the natural charge from an NBO analysis.
Element x y z (Å)
C (0.814, 1.516, -0.180)  0.26
C (2.049, -0.720, 0.022)  -0.07
C (-1.586, -0.515, -0.796)  -0.29
C (-1.428, -0.851, 0.621)  -0.25
H (-0.925, 1.800, 0.629)  0.33
H (1.864, 1.930, -0.412)  0.21
H (1.853, -1.830, 0.158)  0.22
H (-1.664, -1.355, -1.592)  0.24
H (-1.804, 0.528, -1.063)  0.23
H (-1.765, -1.800, 1.126)  0.21
H (-1.525, -0.053, 1.600)  0.19
N (-0.068, 2.320, 0.099)  -0.62
N (0.786, 0.036, 0.019)  -0.32
N (-0.226, -0.810, -0.171)  -0.27
S (3.625, -0.195, -0.060)  -0.07

---

Arrangement R

DFT (ωB97M-V/def2-TZVPD) results for C4H7N3S in the gas phase.

Output
highest occupied orbital energy	-9.35	eV
LUMO energy	0.454	eV
SMILES string	[H]/N=C(/C=C)N(S)/C=N/[H]

Each line ends with the natural charge from an NBO analysis.
Element x y z (Å)
C (0.657, -0.176, 1.566)  0.27
C (-0.568, 0.239, -0.576)  0.40
C (-1.776, -0.375, 0.020)  -0.26
C (-3.076, -0.043, -0.177)  -0.33
H (2.246, -1.603, -1.158)  0.12
H (1.344, -0.855, 2.116)  0.18
H (-0.239, 0.522, 3.269)  0.38
H (0.334, 1.205, -2.090)  0.36
H (-1.512, -1.054, 0.894)  0.21
H (-3.816, -0.614, 0.293)  0.21
H (-3.217, 0.822, -0.892)  0.22
N (0.634, -0.328, 0.082)  -0.63
N (-0.220, 0.511, 2.180)  -0.67
N (-0.637, 1.014, -1.612)  -0.63
S (2.187, -0.292, -0.749)  0.18

---

The energy of each structure relative to the most stable one, in kcal/mol, is as follows: arrangement P 5.3; arrangement Q 48.9; arrangement R 0.0.

---

Arrangement P

DFT (ωB97M-V/def2-TZVPD) results for 2 unconnected molecules or ions with the total composition C5H14NO2.

Output
total charge	+1
highest occupied orbital energy	-13.12	eV
LUMO energy	-3.088	eV

Each line ends with the natural charge from an NBO analysis.
Element x y z (Å)
C (1.822, -0.132, -1.280)  -0.08
O (1.465, -0.737, -2.532)  -0.75
C (0.541, -0.159, -0.457)  -0.04
C (0.708, 0.444, 0.912)  -0.48
C (-0.381, 0.070, 1.910)  -0.22
C (-0.250, 0.193, 3.218)  -0.34
N (-0.469, 0.608, -1.305)  -0.70
H (2.626, -0.665, -0.779)  0.22
H (2.103, 0.907, -1.474)  0.18
H (2.265, -1.024, -2.986)  0.51
H (0.169, -1.178, -0.468)  0.23
H (0.784, 1.532, 0.852)  0.23
H (1.638, 0.058, 1.327)  0.25
H (-1.274, -0.377, 1.516)  0.21
H (0.612, 0.539, 3.767)  0.20
H (-1.056, -0.075, 3.864)  0.21
H (-0.288, 0.274, -2.262)  0.46
H (-1.436, 0.383, -1.039)  0.47
H (-0.292, 1.612, -1.277)  0.43
H (-3.611, -0.219, -0.225)  0.50
H (-2.888, -1.336, -1.015)  0.49
O (-2.787, -0.719, -0.267)  -0.96

---

Arrangement Q

DFT (ωB97M-V/def2-TZVPD) results for 2 unconnected molecules or ions with the total composition C5H14NO2.

Output
total charge	+1
highest occupied orbital energy	-14.53	eV
LUMO energy	-2.931	eV

Each line ends with the natural charge from an NBO analysis.
Element x y z (Å)
O (-0.508, -2.630, 1.319)  -0.71
C (0.002, -1.329, 1.396)  -0.09
C (-0.169, -0.602, 0.085)  -0.05
N (0.318, 0.826, 0.199)  -0.52
C (0.421, 1.332, -1.171)  -0.23
C (0.970, 0.113, -1.978)  -0.43
C (0.654, -1.108, -1.126)  -0.44
H (-0.002, -3.304, 0.880)  0.49
H (1.055, -1.340, 1.723)  0.18
H (-0.522, -0.899, 2.253)  0.21
H (-1.181, -0.432, -0.294)  0.22
H (1.227, 0.821, 0.673)  0.42
H (-0.271, 1.355, 0.867)  0.48
H (-0.557, 1.562, -1.593)  0.23
H (0.997, 2.253, -1.195)  0.24
H (0.412, 0.053, -2.910)  0.24
H (1.997, 0.369, -2.228)  0.24
H (1.518, -1.680, -0.772)  0.23
H (0.040, -1.883, -1.584)  0.25
H (-2.659, 1.795, 1.440)  0.49
H (-1.993, 2.673, 2.361)  0.50
O (-1.747, 2.056, 1.656)  -0.97

---

Arrangement R

DFT (ωB97M-V/def2-TZVPD) results for 2 unconnected molecules or ions with the total composition C5H14NO2.

Output
total charge	+1
highest occupied orbital energy	-12.86	eV
LUMO energy	-5.506	eV

Each line ends with the natural charge from an NBO analysis.
Element x y z (Å)
C (1.704, 0.811, 1.206)  -0.63
C (0.450, 0.016, 0.826)  -0.04
C (0.553, -0.499, -0.657)  -0.55
C (-0.668, -1.294, -1.166)  -0.45
C (0.035, -2.264, -0.379)  0.50
O (-0.522, -2.678, 0.851)  -0.68
N (-0.802, 0.748, 0.956)  -0.87
H (2.609, 0.244, 1.195)  0.22
H (1.861, 1.696, 0.566)  0.21
H (1.602, 1.173, 2.237)  0.24
H (0.349, -0.832, 1.532)  0.22
H (0.517, 0.470, -1.241)  0.38
H (1.642, -0.763, -0.892)  0.31
H (-1.633, -0.911, -0.837)  0.30
H (-0.666, -1.356, -2.241)  0.28
H (0.703, -2.987, -0.829)  0.24
H (-0.883, 1.559, 0.342)  0.40
H (-1.005, -3.487, 0.700)  0.53
H (-1.004, 1.071, 1.959)  0.39
H (-1.018, 3.553, -1.573)  0.49
H (-2.392, 2.914, -1.386)  0.49
O (-1.436, 2.817, -1.168)  -0.97

---

The energy of each structure relative to the most stable one, in kcal/mol, is as follows: arrangement P 7.4; arrangement Q 0.0; arrangement R 75.8.